{"formula": "C4H17LiNO4", "method": "ωB97M-V/def2-TZVPD", "charge": 2, "spin_multiplicity": 2, "relative_energy_kcal_mol": 0.0, "homo_ev": [-18.93, -18.53], "lumo_energy_ev": [-6.32, -12.68], "s2": 0.755, "e_tot_ha": -525.23265, "symbols": ["O", "O", "O", "O", "N", "C", "C", "C", "C", "Li", "H", "H", "H", "H", "H", "H", "H", "H", "H", "H", "H", "H", "H", "H", "H", "H", "H"], "positions_angstrom": [[-0.745, 3.015, 0.517], [0.789, -2.542, -0.464], [2.147, 1.440, 0.000], [0.096, 2.701, -2.301], [-0.634, -0.085, -0.889], [-0.670, -0.683, 0.458], [1.832, -2.661, 0.421], [-2.011, -0.357, 1.051], [-0.443, -2.181, 0.206], [0.242, 1.736, -0.596], [-1.950, 0.522, 1.692], [1.637, -3.457, 1.140], [-1.033, 3.005, 1.430], [0.851, 2.720, -2.890], [2.841, 0.906, -0.386], [2.741, -2.926, -0.120], [1.984, -1.791, 1.061], [-1.042, 3.860, 0.181], [-2.277, -1.189, 1.704], [0.129, -0.528, -1.382], [-2.864, -0.262, 0.379], [2.266, 1.341, 0.945], [0.075, -0.327, 1.170], [-0.672, -2.744, 1.111], [-0.513, 3.339, -2.672], [-1.305, -2.464, -0.399], [-1.470, -0.388, -1.366]], "forces_ev_per_angstrom": [[0.2, -0.5, 0.0], [-2.8, 1.2, 1.5], [-0.7, -0.3, -0.1], [0.2, -0.3, 0.3], [1.0, -0.6, 1.2], [-0.5, 2.0, -1.4], [1.8, -1.1, 0.3], [-0.6, -1.1, 1.2], [-0.6, -2.5, -1.0], [0.0, 0.9, -0.2], [0.0, 0.0, -0.2], [-0.2, -0.4, 0.2], [-0.1, 0.1, 0.3], [0.3, 0.1, -0.3], [0.4, 0.0, -0.3], [-0.1, 0.2, -0.1], [-0.2, 0.6, 0.0], [0.0, 0.4, -0.2], [-0.2, 0.1, 0.4], [0.3, 0.3, -0.6], [0.4, 0.1, -0.4], [0.2, 0.3, 0.5], [0.6, 0.0, -0.4], [1.1, 0.0, 0.6], [-0.3, 0.2, -0.1], [0.5, -0.1, -0.8], [-0.4, 0.5, -0.3]]}



{"formula": "C4H6N2", "method": "ωB97M-V/def2-TZVPD", "spin_multiplicity": 1, "relative_energy_kcal_mol": 29.4, "homo_ev": -11.12, "lumo_energy_ev": 0.55, "smiles": "CC#N.CC#N", "e_tot_ha": -265.48877, "symbols": ["N", "N", "C", "C", "C", "C", "H", "H", "H", "H", "H", "H"], "positions_angstrom": [[0.764, -0.551, -0.634], [0.429, 4.287, 1.900], [0.717, -1.607, -1.054], [-0.972, 2.085, 1.309], [0.731, -2.906, -1.546], [-0.230, 3.323, 1.601], [-1.395, 2.228, 0.315], [-0.452, 1.127, 1.329], [-1.829, 2.005, 1.979], [-0.121, -3.550, -1.325], [1.643, -3.420, -1.243], [0.715, -3.022, -2.629]], "forces_ev_per_angstrom": [[-0.1, 1.2, 0.5], [-3.4, -4.7, -1.6], [-0.3, 1.0, 0.2], [-0.8, 0.6, -0.4], [0.2, -3.3, -1.5], [3.7, 3.8, 1.9], [0.0, -0.2, -0.1], [0.6, 0.5, 0.0], [0.1, 0.1, 0.2], [-0.1, 0.3, 0.8], [-0.1, 0.0, 0.2], [0.3, 0.8, -0.2]]}



{"formula": "C5H14N2", "method": "ωB97M-V/def2-TZVPD", "spin_multiplicity": 1, "relative_energy_kcal_mol": 31.3, "homo_ev": -8.32, "lumo_energy_ev": 1.14, "smiles": "CNC[C@H](C)NC", "e_tot_ha": -308.37310, "symbols": ["N", "N", "C", "C", "C", "C", "C", "H", "H", "H", "H", "H", "H", "H", "H", "H", "H", "H", "H", "H", "H"], "positions_angstrom": [[0.860, -0.761, 0.723], [-1.585, -0.060, -0.477], [0.826, 0.460, -0.109], [2.081, -0.939, 1.468], [-0.637, 0.952, -0.004], [1.222, 0.228, -1.578], [-2.890, -0.015, 0.118], [2.245, -0.144, 2.165], [1.403, 1.208, 0.425], [-3.091, -0.828, 0.826], [0.588, -1.538, 0.148], [1.977, -0.554, -1.655], [0.337, 0.056, -2.181], [2.997, -1.111, 0.883], [-3.074, 0.937, 0.608], [-3.715, -0.138, -0.596], [1.964, -1.787, 2.126], [-0.881, 1.893, -0.516], [1.677, 1.148, -1.949], [-0.775, 1.128, 1.053], [-1.530, -0.134, -1.477]], "forces_ev_per_angstrom": [[0.2, 1.1, -0.1], [1.1, -0.2, 0.4], [-1.5, -0.7, 0.2], [0.1, -1.1, -0.2], [-0.3, -0.2, -0.4], [0.6, 1.0, 0.8], [-1.1, -0.3, -0.3], [0.1, 0.9, 0.1], [0.5, 0.1, -0.3], [0.5, 0.1, 0.2], [0.1, -0.4, 0.1], [-0.2, -0.1, -0.2], [0.1, -0.5, -0.2], [0.0, 0.2, -0.1], [0.0, 0.2, 0.2], [0.3, 0.2, -0.3], [0.0, -0.6, 0.1], [0.6, 0.2, 0.0], [0.0, 0.0, -0.2], [-0.4, -0.1, 0.3], [-0.6, 0.0, -0.1]]}



{"formula": "C8H10", "method": "ωB97M-V/def2-TZVPD", "spin_multiplicity": 1, "relative_energy_kcal_mol": 110.1, "homo_ev": -8.53, "lumo_energy_ev": 0.98, "smiles": "C#C/C=C(/C)CC=C", "e_tot_ha": -310.66020, "symbols": ["C", "C", "C", "C", "C", "C", "C", "C", "H", "H", "H", "H", "H", "H", "H", "H", "H", "H"], "positions_angstrom": [[0.688, -0.350, -0.192], [0.353, -1.060, 3.535], [-0.741, 0.004, 0.301], [1.363, -0.281, -1.701], [1.629, 0.920, -2.188], [-1.649, 0.495, -0.758], [-1.158, -0.121, 1.613], [-0.396, -0.629, 2.689], [-1.603, 1.599, -0.880], [-1.614, -0.172, -1.623], [1.172, 1.828, -1.694], [1.470, 0.290, 0.464], [-2.182, 0.277, 1.702], [0.837, -1.490, 0.207], [-2.737, 0.564, -0.427], [1.748, -1.239, -2.155], [1.980, 0.957, -3.192], [0.840, -1.592, 4.298]], "forces_ev_per_angstrom": [[2.9, -2.0, 1.7], [-1.1, 0.2, -0.7], [0.9, -0.3, 0.7], [-1.2, -0.4, 2.7], [-1.7, 0.3, 0.3], [-2.7, 1.1, 0.9], [-0.1, 0.8, -2.9], [0.7, -0.1, 0.3], [1.1, -0.7, -1.0], [0.2, 0.8, -0.3], [0.9, -1.0, -0.7], [-1.8, -1.5, -1.3], [0.5, -0.6, 0.7], [-0.1, 2.7, -0.9], [1.1, -1.0, 0.0], [-0.7, 1.2, 0.5], [0.7, 0.6, -0.5], [0.4, -0.1, 0.4]]}



{"formula": "C7H14O2", "method": "ωB97M-V/def2-TZVPD", "spin_multiplicity": 1, "relative_energy_kcal_mol": 146.6, "homo_ev": -6.72, "lumo_energy_ev": 0.50, "e_tot_ha": -425.37165, "symbols": ["O", "O", "C", "C", "C", "C", "C", "C", "C", "H", "H", "H", "H", "H", "H", "H", "H", "H", "H", "H", "H", "H", "H"], "positions_angstrom": [[-2.150, -1.022, 0.398], [-0.929, -2.682, 1.192], [0.495, 1.936, -0.998], [1.931, -1.012, -0.013], [-0.967, -1.406, 0.858], [-0.977, 1.525, -1.049], [0.614, -0.784, -0.725], [-0.110, 1.152, 1.373], [-0.032, 0.956, -0.017], [-1.267, 0.924, -1.905], [1.776, -1.295, 1.032], [0.720, 2.927, -0.625], [2.532, -0.100, -0.009], [2.520, -1.806, -0.480], [-1.067, 1.274, 1.868], [0.744, -0.320, -1.703], [-0.340, -0.652, 1.429], [0.128, -1.734, -0.967], [0.762, 1.491, 1.917], [-2.050, -0.108, 0.062], [-1.745, -3.132, 0.914], [1.126, 1.610, -1.819], [-1.713, 2.256, -0.732]], "forces_ev_per_angstrom": [[0.4, -0.2, 0.1], [-0.1, 0.3, -0.2], [0.0, -0.1, -0.1], [-0.1, 0.0, 0.0], [-0.4, -0.1, 0.0], [0.1, 0.0, 0.0], [-0.2, 0.3, 0.2], [0.0, -0.2, -0.1], [0.0, -0.2, 0.0], [0.0, 0.0, 0.0], [0.0, 0.0, 0.0], [0.0, -0.1, 0.0], [0.0, 0.0, 0.0], [0.0, 0.0, 0.0], [0.0, 0.0, 0.0], [0.0, 0.0, 0.0], [0.2, 0.2, 0.0], [0.0, -0.1, 0.0], [0.0, 0.0, 0.0], [0.1, 0.0, 0.1], [0.1, 0.1, 0.0], [0.0, 0.0, 0.0], [0.0, 0.0, 0.0]]}



{"formula": "C44H81N5O27", "method": "ωB97M-V/def2-TZVPD", "spin_multiplicity": 1, "relative_energy_kcal_mol": 0.0, "homo_ev": -8.85, "lumo_energy_ev": -0.05, "e_tot_ha": -4030.43357, "symbols": ["O", "O", "O", "O", "O", "O", "O", "O", "O", "O", "O", "O", "O", "O", "O", "O", "O", "O", "O", "O", "O", "O", "O", "O", "O", "O", "O", "N", "N", "N", "N", "N", "C", "C", "C", "C", "C", "C", "C", "C", "C", "C", "C", "C", "C", "C", "C", "C", "C", "C", "C", "C", "C", "C", "C", "C", "C", "C", "C", "C", "C", "C", "C", "C", "C", "C", "C", "C", "C", "C", "C", "C", "C", "C", "C", "C", "H", "H", "H", "H", "H", "H", "H", "H", "H", "H", "H", "H", "H", "H", "H", "H", "H", "H", "H", "H", "H", "H", "H", "H", "H", "H", "H", "H", "H", "H", "H", "H", "H", "H", "H", "H", "H", "H", "H", "H", "H", "H", "H", "H", "H", "H", "H", "H", "H", "H", "H", "H", "H", "H", "H", "H", "H", "H", "H", "H", "H", "H", "H", "H", "H", "H", "H", "H", "H", "H", "H", "H", "H", "H", "H", "H", "H", "H", "H", "H", "H"], "positions_angstrom": [[3.750, -0.520, -2.625], [-4.687, -1.852, -2.229], [-0.284, 5.859, 6.559], [4.568, 1.531, -2.189], [-5.094, 2.595, 2.144], [-1.672, -0.639, -1.576], [-2.886, 2.527, 1.417], [1.969, 0.003, -5.080], [-1.964, -5.708, -4.396], [-4.368, -0.203, -3.682], [2.930, 0.827, -0.952], [0.172, -4.472, 1.199], [0.751, 5.151, 4.739], [1.939, 5.869, 6.569], [-3.989, 0.685, 2.006], [-2.901, -0.582, 5.387], [4.810, -5.412, -3.595], [-0.144, -1.342, -0.186], [-1.565, -1.202, 3.715], [7.133, -4.956, -3.473], [1.814, 1.266, 3.822], [0.133, 3.517, -0.555], [0.062, 1.876, -4.854], [-5.441, 0.316, -1.760], [-0.262, -2.300, -2.227], [5.654, -3.612, -4.518], [-3.538, -2.297, 4.080], [1.703, -3.004, 2.036], [0.802, -1.795, -5.914], [-0.988, -6.694, -2.570], [-0.250, 5.716, -0.141], [3.578, 1.699, 5.085], [0.429, -1.218, -7.229], [-3.907, -2.428, -3.257], [-1.319, 5.244, 5.773], [-0.775, 3.527, 3.878], [0.881, 5.607, 6.019], [-2.722, -1.425, 4.350], [-1.199, -5.646, -3.391], [-7.341, 1.804, 1.681], [-0.673, -1.481, -1.367], [-0.900, -0.119, 4.417], [-1.889, 0.438, 5.313], [-3.933, 2.007, 1.835], [0.053, 0.528, 1.347], [2.287, -2.304, 3.202], [-4.878, -0.496, -2.483], [4.174, 2.693, -1.508], [3.713, 0.517, -1.955], [4.885, 2.392, 5.248], [2.942, 1.645, 3.913], [-0.283, 4.428, 0.206], [-0.592, 4.965, 4.455], [-0.130, 2.564, -3.663], [-5.341, 0.308, 2.274], [-1.761, 0.269, -0.547], [5.992, -4.680, -3.873], [3.193, 2.099, -0.412], [3.611, 3.812, -2.401], [1.530, -1.135, -5.003], [0.446, -3.204, -5.748], [2.793, -4.711, -2.769], [2.928, 1.409, 6.388], [-3.963, -1.331, -4.332], [-2.640, -0.986, -5.046], [-0.189, -6.681, -1.434], [4.251, -3.439, -4.569], [-0.934, -0.404, 0.529], [-1.530, -8.000, -2.825], [-1.298, 0.619, 6.706], [-0.794, 6.740, 0.690], [3.664, -4.751, -4.073], [0.209, 6.144, -1.412], [2.547, -2.974, 0.807], [0.571, -3.716, 2.081], [-6.075, 1.608, 2.550], [0.955, -1.601, -8.104], [2.923, 3.443, -3.161], [-4.767, -1.545, -5.036], [-0.364, 1.179, 6.658], [0.416, -3.621, -4.742], [3.790, -2.597, -4.052], [2.036, 0.798, 6.243], [3.554, 1.885, 3.030], [2.599, 2.286, 6.946], [0.610, -0.005, 2.117], [3.431, -3.607, 0.898], [4.755, 3.350, 5.750], [-1.805, 3.178, 3.813], [0.766, 3.064, -3.295], [3.622, 1.016, 7.130], [-7.147, 1.603, 0.628], [-0.757, 4.399, 1.200], [3.694, 1.970, 0.547], [-0.655, -1.144, -7.318], [-1.558, 4.237, 6.117], [-8.073, 1.141, 2.141], [-0.563, 6.417, -2.132], [3.177, -5.241, -4.916], [2.890, -1.948, 0.673], [-0.544, -3.339, -6.185], [-6.378, 1.666, 3.596], [-2.010, -0.562, -4.264], [-0.617, -7.239, -0.601], [-0.302, 3.500, 2.896], [-4.315, -3.382, -3.591], [-1.195, 6.305, 1.606], [-1.399, 1.261, -0.816], [0.673, 7.125, -1.313], [-0.378, 1.951, -2.797], [-7.833, 2.775, 1.734], [-0.911, 3.319, -3.757], [2.095, -3.277, -0.137], [1.813, -2.542, 4.155], [5.446, 2.523, 4.323], [2.555, -5.680, -2.329], [-0.688, -8.692, -2.797], [-0.590, 0.645, 3.704], [-0.631, -4.730, -3.165], [0.104, -5.661, -1.185], [1.918, -4.071, -2.873], [-2.171, -1.832, -5.547], [0.629, -0.150, -7.316], [-5.601, -0.397, 3.063], [2.347, -1.231, 3.023], [5.524, 1.791, 5.895], [0.721, -7.207, -1.721], [-1.506, -1.063, 1.182], [-1.620, 7.237, 0.182], [-0.978, -0.303, 7.193], [1.166, -3.725, -6.379], [1.048, 5.636, -1.886], [1.830, -1.746, -4.137], [-2.813, 0.342, -0.269], [-0.015, -0.545, 4.891], [-0.238, 2.861, 4.553], [2.940, 4.486, -1.868], [-2.908, -2.589, -2.851], [0.098, -3.444, 3.037], [3.937, -3.276, -5.600], [-1.931, -8.062, -3.836], [-2.304, -8.284, -2.112], [0.797, 1.268, -4.747], [-2.059, 1.079, 7.336], [4.386, 4.318, -2.978], [-5.601, -0.109, 1.302], [-0.139, 7.581, 0.917], [5.083, 2.939, -0.959], [-2.756, -0.200, -5.792], [3.377, -4.222, -1.989], [-2.284, 1.367, 4.903], [0.803, 0.796, 0.603], [-0.920, 5.685, 3.705], [-0.407, 1.395, 1.822], [2.315, 2.741, -0.344], [-2.195, 5.839, 5.516], [3.330, -2.613, 3.270]], "forces_ev_per_angstrom": [[-0.5, 2.4, 2.4], [-1.1, 1.8, 0.8], [-2.3, -0.1, 0.6], [0.0, -0.4, -1.2], [0.6, 0.4, 0.4], [-0.2, -1.0, -2.2], [-2.9, -0.5, 1.3], [-0.3, 0.1, -0.4], [1.7, 0.4, 2.1], [-0.8, 2.1, 1.9], [-1.9, -1.1, 0.8], [0.0, 0.7, 1.0], [1.5, 0.2, 1.1], [-1.9, -0.9, -1.3], [0.3, -0.3, 1.3], [0.0, 0.6, -0.4], [3.1, -0.8, -0.6], [0.8, 0.0, -0.1], [-0.2, 0.5, 0.3], [-3.8, 0.4, -1.5], [-2.4, -0.6, -0.6], [-0.9, 1.5, 2.3], [-0.7, 0.3, -0.3], [1.3, -2.1, -1.1], [-1.4, 2.2, 2.4], [0.0, 2.1, -0.7], [1.9, 1.8, 0.3], [1.5, 0.5, -1.0], [-0.5, 0.5, -0.6], [-1.8, 0.3, -1.3], [0.5, 0.2, -0.2], [1.9, 1.0, 2.0], [-0.1, 1.4, 0.7], [0.7, 0.3, -0.4], [0.7, -1.0, -1.4], [0.4, 0.9, 0.7], [3.4, 1.2, 0.2], [-2.2, -2.3, -0.4], [-1.8, -0.7, -2.2], [0.2, -0.3, 0.7], [1.8, -3.1, -3.7], [1.7, -0.7, -2.3], [-0.4, -0.2, 2.4], [2.7, 0.7, -1.0], [-0.4, -1.2, -1.2], [0.3, -0.4, -1.1], [-0.8, 0.2, 1.1], [-0.1, 0.3, 1.8], [1.4, -2.3, -3.0], [-0.3, -0.6, 0.2], [1.2, 0.0, 0.4], [0.6, -1.2, -1.9], [-1.7, -1.1, -1.4], [0.2, 0.4, 1.0], [-1.1, -0.4, -1.3], [-0.7, 1.1, 1.8], [1.6, -2.4, 2.6], [1.0, 1.3, -1.3], [-0.3, -0.7, -0.3], [0.8, -0.2, 0.2], [0.1, 0.3, -1.0], [0.2, 1.1, -0.6], [-0.3, 0.4, -0.4], [1.3, -1.7, -2.3], [-0.4, 0.0, 0.4], [2.1, 0.5, 0.8], [-1.9, 0.2, -0.9], [0.8, 1.0, 2.8], [-0.1, -0.3, -1.2], [-0.3, 0.4, 0.1], [-1.0, 0.6, 0.3], [-0.6, 0.0, 1.9], [1.2, 1.9, -1.3], [0.2, 0.2, 0.5], [0.0, -0.2, -0.4], [-0.9, 0.6, -1.6], [-0.2, -0.8, 0.2], [0.1, -0.7, 0.0], [0.1, -0.4, -0.3], [-0.2, 0.6, 0.0], [0.3, 0.6, 0.1], [1.1, 0.3, 0.6], [0.4, -0.2, 0.0], [0.2, 0.2, 0.1], [-0.2, 0.7, -0.6], [-0.3, -0.3, -0.1], [0.1, -0.1, 0.4], [-0.1, 0.1, -0.2], [-0.1, 0.4, -0.2], [0.3, 0.4, -0.3], [0.2, -0.7, -0.6], [0.0, -0.3, 0.1], [0.2, -1.2, -0.1], [-0.1, 0.1, 0.0], [-0.1, -1.0, -0.3], [-0.4, 0.3, 1.0], [-0.2, -0.4, -0.5], [-0.4, -0.8, -0.1], [0.1, -0.6, 0.2], [0.0, 0.1, 0.0], [0.0, -0.2, 0.1], [0.6, 0.6, 0.1], [0.4, -0.3, -0.1], [-0.2, 0.4, 0.1], [-0.1, -0.3, 0.2], [-0.1, 0.2, 0.1], [0.1, 0.1, 0.0], [0.2, 0.0, -0.2], [0.1, 0.4, 0.6], [-0.4, -0.5, -0.1], [0.6, 0.3, 0.3], [0.0, -0.1, -0.2], [-0.8, 0.0, 0.5], [-0.3, 0.0, -0.3], [-0.4, 0.0, -0.2], [-0.1, -0.1, -0.6], [-0.1, -0.3, 0.3], [0.2, -0.5, 0.0], [-0.1, -0.1, 0.4], [-0.2, -0.1, 0.5], [-0.3, -0.2, -0.1], [-0.1, -0.1, 0.3], [0.7, 0.1, 0.8], [1.2, -0.2, 0.1], [-0.4, 0.1, 0.1], [-0.1, -0.1, 0.0], [0.5, -0.2, 0.4], [-0.4, 0.5, 0.2], [-0.4, -0.2, -0.1], [-0.4, -0.4, -0.4], [-0.1, -0.7, 0.1], [-0.7, -1.0, 0.3], [-0.5, -0.1, 0.1], [0.1, 0.2, 0.1], [0.0, 0.1, 0.1], [0.1, -0.2, -0.1], [0.6, 0.3, 0.5], [0.2, 0.0, -0.2], [-0.8, -0.7, 0.0], [0.4, -0.1, -0.2], [-0.1, 0.2, 0.1], [0.1, 0.0, 0.1], [0.4, -0.4, -0.2], [0.4, 0.2, 0.2], [0.1, 0.2, 0.4], [-0.8, -0.2, 0.2], [0.6, -0.4, 0.1], [0.0, 0.9, -0.2], [-0.3, 0.0, 0.0], [0.3, 0.2, -0.1], [-0.4, -0.1, 0.2], [0.0, 0.6, 0.1], [0.2, 0.2, -0.1], [-0.2, 0.0, -0.5], [-0.3, -0.6, 0.2], [0.2, 0.3, 1.0], [0.1, -0.2, 0.2]]}